Density functional theory data (the ωB97M-V functional and the def2-TZVPD basis) for a structure of composition C8H20AsCsF6NO at a distorted geometry.

Calculated values
HOMO energy in eV: -12.2
Charge: +1
Energy relative to the best compared isomer or geometry (same formula, charge and spin) in kJ/mol: 1290.81
Orbital gap in hartree: 0.3296
Lowest unoccupied orbital energy in eV: -3.21

Each line ends with the Mulliken charge.
CARTESIAN COORDINATES (ANGSTROEM)
Cs  0.822557  -1.220365  2.303547  1.291
C  -1.260331  2.081786  0.704703  -1.186
C  -0.938932  1.866480  -0.792300  -0.505
N  -1.088314  0.363821  -1.262971  0.001
C  -2.632127  0.193535  -1.307005  -1.100
C  -0.498153  0.167237  -2.695834  -0.103
C  -1.363659  0.828616  -3.782681  -1.376
C  -0.402234  -0.602214  -0.186639  -1.405
C  1.087120  -0.343381  0.111340  -3.294
O  1.996537  -0.710715  -0.965508  -0.328
C  2.851946  0.390871  -1.398252  -0.706
H  -1.246198  3.115641  1.049718  0.421
H  -0.479054  1.725521  1.376101  0.206
H  -2.222252  1.649114  0.979688  0.316
H  0.122094  2.023471  -0.986423  0.398
H  -1.549968  2.345583  -1.557285  0.605
H  -3.222428  0.050177  -0.401963  0.406
H  -2.703383  -0.791717  -1.767756  0.508
H  -3.147512  0.961152  -1.884274  0.395
H  -0.309137  -0.899880  -2.812630  0.477
H  0.443083  0.703366  -2.817262  0.145
H  -0.924242  0.492712  -4.721929  0.439
H  -1.119304  1.881508  -3.642009  0.400
H  -2.380722  0.456646  -3.906548  0.335
H  -0.407846  -1.657856  -0.458100  0.444
H  -0.934776  -0.385744  0.739443  0.584
H  1.340682  -0.860088  1.036990  2.935
H  1.300650  0.681096  0.416229  0.713
H  2.272060  1.309913  -1.483049  0.276
H  3.343847  0.075084  -2.318258  0.260
H  3.610934  0.694609  -0.677285  0.301
As  1.409136  -2.338839  4.722146  1.889
F  0.246851  -3.230599  5.751536  -0.452
F  0.203419  -2.613070  3.411942  -0.448
F  2.449147  -1.493254  3.519646  -0.476
F  2.568852  -2.109721  6.095346  -0.449
F  2.155210  -3.941630  4.324057  -0.490
F  0.606447  -0.858866  5.283531  -0.428

Atoms 1-2, force components in eV/Å:
Cs -7.8350 8.2170 3.0683
C -0.0025 0.0538 -0.2932



Density functional theory data (the ωB97M-V functional and the def2-TZVPD basis) for a cluster of 2 separate species, CH4N2O2 in total at a distorted geometry.

Calculated values
HOMO energy in eV: -9.9
Energy relative to the best compared isomer or geometry (same formula, charge and spin) in kJ/mol: 306.12
Orbital gap in hartree: 0.3916
Lowest unoccupied orbital energy in eV: 0.76

Each line ends with the Mulliken charge.
CARTESIAN COORDINATES (ANGSTROEM)
O  4.523842  0.200617  0.185584  -0.347
N  3.362946  0.345239  0.018412  0.158
O  2.683898  -0.819804  -0.215677  -0.323
H  1.857153  -0.412509  -0.361448  0.544
C  -0.763421  -0.219466  0.234067  -0.262
N  0.108691  0.455609  -0.400199  -0.487
H  -0.489834  -1.035347  0.820351  0.247
H  -1.778308  0.102660  0.418770  0.240
H  -0.400681  1.261899  -0.759309  0.231

Atoms 1-2, force components in eV/Å:
O -0.8462 -0.2825 -0.1011
N 1.2863 0.4639 0.2159



- The lowest energy relative to the best compared isomer or geometry (same formula, charge and spin) belongs to which entry?
  CH4N2O2